1.
# C5H9NO2

C5H9NO2 in the gas phase (ωB97M-V/def2-TZVPD, the Open Molecules 2025 dataset).

As for the energy above the lowest of the compared OMol25 structures with the same formula, charge and spin: 104.4 kJ/mol. Its structure (SMILES) is C=C(OCC)C(N)=O. The calculation puts the total energy at -10915.494 eV. The molar mass is 115.1 g mol⁻¹. The value obtained for the LUMO energy is 0.93 eV. The HOMO energy comes out at -8.97 eV.

```
17
C5H9NO2 (ωB97M-V/def2-TZVPD)
C 1.275 1.973 -0.119
C 0.523 0.869 -0.114
O -0.825 0.956 -0.206
C -1.592 -0.237 -0.246
C -1.939 -0.754 1.146
C 1.212 -0.470 -0.023
N 1.997 -0.731 -1.095
O 1.101 -1.238 0.906
H 0.819 2.944 -0.143
H 2.346 1.923 -0.059
H -2.501 0.034 -0.788
H -1.062 -1.011 -0.809
H -1.036 -1.054 1.673
H -2.442 0.019 1.719
H -2.596 -1.615 1.056
H 2.557 -1.571 -1.092
H 2.162 -0.037 -1.805
```

Here are the Mulliken charges for atoms 1 to 4, given in e: -0.967 0.641 -0.420 -0.360

***

2.
# C6H7IO4S

C6H7IO4S in the gas phase in a non-equilibrium geometry (ωB97M-V/def2-TZVPD, the Open Molecules 2025 dataset).

As for the energy above the lowest of the compared OMol25 structures with the same formula, charge and spin: 3.7 kJ/mol. Its structure (SMILES) is O=S1(=O)O[C@H]2C[C@H]3C[C@@H]1[C@]2(I)O3. The calculation puts the total energy at -33458.657 eV. The molar mass is 302.1 g mol⁻¹. The value obtained for the LUMO energy is 0.03 eV. The HOMO energy comes out at -9.82 eV.

```
19
C6H7IO4S (ωB97M-V/def2-TZVPD)
O -2.102 2.362 0.545
S -1.357 1.416 -0.185
O -1.051 1.627 -1.600
O -2.048 -0.079 -0.139
C -1.082 -1.136 -0.037
C -0.032 -0.998 -1.159
C 1.332 -0.684 -0.365
C 1.376 0.807 -0.114
C 0.130 1.002 0.692
C -0.098 -0.791 1.192
I -0.725 -0.985 3.249
O 1.192 -1.175 0.905
H -1.377 -2.194 0.103
H -0.384 -0.234 -1.847
H -0.078 -1.876 -1.648
H 2.238 -1.098 -0.740
H 2.255 0.998 0.583
H 1.495 1.419 -0.988
H 0.317 1.618 1.552
```

Here are the Mulliken charges for atoms 1 to 4, given in e: -0.644 1.127 -0.615 -0.464

***

3.
# C4H8N2O2

A gas-phase ion, C4H8N2O2 (charge -1) in a non-equilibrium geometry (ωB97M-V/def2-TZVPD, the Open Molecules 2025 dataset).

As for the energy above the lowest of the compared OMol25 structures with the same formula, charge and spin: 136.3 kJ/mol. The calculation puts the total energy at -11351.599 eV. The molar mass is 116.1 g mol⁻¹. The expectation value of S² is 0.754. Its spin multiplicity is 2. The value obtained for the LUMO energy (spin up / spin down) is 3.71 / 1.58 eV. The charge is -1. The HOMO energy (spin up / spin down) comes out at -3.29 / -3.29 eV.

```
16
C4H8N2O2 (ωB97M-V/def2-TZVPD)
C 2.021 0.917 0.425
N 0.598 0.640 0.716
C -0.114 0.684 -1.634
C -0.110 -0.113 -0.330
C -1.462 -0.558 0.192
N -1.373 -0.872 1.488
O -2.468 -0.759 -0.530
O 2.740 -0.105 -0.068
H 2.053 1.774 -0.287
H 0.477 0.126 1.587
H 0.894 0.847 -2.009
H -0.519 1.685 -1.412
H -0.725 0.189 -2.385
H 0.451 -1.013 -0.623
H 2.406 1.422 1.308
H -2.211 -1.361 1.784
```

Here are the Mulliken charges for atoms 1 to 4, given in e: -0.552 -0.499 -1.423 1.084

***

4.
# C2H3FO2S

C2H3FO2S in the gas phase in a non-equilibrium geometry (ωB97M-V/def2-TZVPD, the Open Molecules 2025 dataset).

As for the energy above the lowest of the compared OMol25 structures with the same formula, charge and spin: 216.1 kJ/mol. Its structure (SMILES) is O=CCOSF. The calculation puts the total energy at -19767.705 eV. The molar mass is 110.1 g mol⁻¹. The value obtained for the LUMO energy is 0.26 eV. The HOMO energy comes out at -9.01 eV.

```
9
C2H3FO2S (ωB97M-V/def2-TZVPD)
O 1.412 1.741 0.184
C 0.905 0.724 -0.151
C -0.460 0.391 0.369
O -1.142 1.431 1.089
S -0.661 1.960 2.482
F -0.993 0.503 3.377
H 1.446 0.090 -0.902
H -1.303 0.178 -0.488
H -0.365 -0.438 1.172
```

Here are the Mulliken charges for atoms 1 to 4, given in e: -0.409 0.108 -0.266 -0.262

***

5.
# C5H15NO2

2 unconnected molecules or ions with the total composition C5H15NO2 in a non-equilibrium geometry (ωB97M-V/def2-TZVPD, the Open Molecules 2025 dataset).

As for the energy above the lowest of the compared OMol25 structures with the same formula, charge and spin: 364.4 kJ/mol. Its structure (SMILES) is CN[C@@H](C)[C@H](C)O.O. The calculation puts the total energy at -11010.170 eV. The molar mass is 121.2 g mol⁻¹. The value obtained for the LUMO energy is 0.72 eV. The HOMO energy comes out at -8.97 eV.

```
23
C5H15NO2 (ωB97M-V/def2-TZVPD)
C 0.938 0.025 -2.603
N 0.421 0.415 -1.237
C -0.614 -0.476 -0.792
C -0.259 -1.760 -0.145
C -1.497 0.494 0.149
C -1.943 1.895 -0.008
O -0.573 0.703 1.255
H 0.879 -1.041 -2.923
H 1.903 0.464 -2.697
H 0.363 0.797 -3.179
H 1.263 0.492 -0.657
H -1.280 -0.736 -1.723
H 0.771 -2.080 -0.216
H -0.284 -1.909 0.997
H -0.985 -2.513 -0.461
H -2.220 -0.100 0.677
H -1.803 2.555 1.051
H -2.958 2.053 -0.150
H -1.393 2.325 -0.915
H 0.342 0.942 1.013
O 2.814 -1.108 2.738
H 2.320 -0.249 3.023
H 2.452 -1.732 3.269
```

Here are the Mulliken charges for atoms 1 to 4, given in e: -1.054 -0.353 0.210 -1.332

***

6.
# C34H72N6O8S8

14 unconnected molecules or ions with the total composition C34H72N6O8S8 in a non-equilibrium geometry (ωB97M-V/def2-TZVPD, the Open Molecules 2025 dataset).

As for the energy above the lowest of the compared OMol25 structures with the same formula, charge and spin: 175.9 kJ/mol. The calculation puts the total energy at -148415.565 eV. The molar mass is 949.5 g mol⁻¹. The value obtained for the LUMO energy is -0.13 eV. The HOMO energy comes out at -7.93 eV.

```
128
C34H72N6O8S8 (ωB97M-V/def2-TZVPD)
C -7.759 -3.438 2.495
S -6.014 -3.820 2.993
O -5.746 -2.771 4.023
C -5.216 -3.262 1.481
H -8.428 -3.560 3.347
H -8.144 -3.970 1.624
H -7.913 -2.379 2.286
H -5.584 -3.856 0.644
H -4.150 -3.428 1.322
H -5.318 -2.179 1.546
C 0.028 -0.437 -0.495
S 0.418 1.316 -0.077
O -0.982 1.824 0.229
C 1.291 1.024 1.448
H -0.590 -0.391 -1.392
H -0.504 -0.953 0.304
H 0.909 -0.959 -0.869
H 0.905 0.151 1.974
H 1.220 1.934 2.043
H 2.347 0.804 1.288
C -3.593 5.425 2.382
S -4.241 5.125 0.711
O -3.861 6.410 -0.046
C -2.828 4.040 0.255
H -4.086 6.300 2.806
H -2.566 5.783 2.310
H -3.452 4.619 3.102
H -3.037 3.063 0.691
H -1.882 4.505 0.531
H -2.905 3.922 -0.826
C 5.371 -3.500 3.212
S 3.540 -3.253 3.083
O 3.364 -1.694 3.054
C 3.314 -3.703 1.281
H 5.760 -2.883 4.021
H 5.953 -3.284 2.317
H 5.553 -4.552 3.435
H 3.925 -4.569 1.025
H 3.668 -2.896 0.639
H 2.262 -3.888 1.063
C 6.744 -0.776 -0.421
S 5.565 0.462 -1.144
O 4.225 0.168 -0.473
C 6.252 1.958 -0.299
H 6.402 -1.086 0.566
H 7.681 -0.231 -0.304
H 6.870 -1.698 -0.989
H 5.639 2.853 -0.406
H 7.322 2.033 -0.491
H 6.112 1.694 0.749
C -3.944 2.748 -3.445
S -2.432 1.803 -2.920
O -2.063 0.963 -4.167
C -3.460 0.755 -1.722
H -3.847 3.644 -4.058
H -4.549 3.107 -2.612
H -4.492 1.976 -3.985
H -3.914 -0.047 -2.306
H -4.236 1.362 -1.255
H -2.801 0.429 -0.918
C 2.162 -2.060 -5.220
S 2.116 -3.372 -3.922
O 2.994 -4.416 -4.597
C 3.191 -2.634 -2.591
H 1.232 -2.228 -5.762
H 2.937 -2.312 -5.944
H 2.362 -1.091 -4.763
H 3.421 -3.450 -1.907
H 2.576 -1.949 -2.007
H 4.103 -2.095 -2.848
C -4.058 -3.742 -7.188
S -4.074 -2.230 -6.139
O -5.497 -2.153 -5.599
C -3.041 -2.843 -4.763
H -3.111 -4.283 -7.173
H -4.325 -3.199 -8.095
H -4.831 -4.465 -6.928
H -3.282 -3.819 -4.342
H -2.908 -2.145 -3.937
H -2.025 -2.780 -5.151
C 0.536 6.896 2.484
C 1.230 6.444 3.730
N 1.819 6.085 4.691
H 1.267 7.511 1.958
H -0.274 7.508 2.881
H 0.064 6.073 1.948
C -2.958 -0.382 3.518
C -4.096 0.620 3.489
N -5.035 1.343 3.417
H -3.095 -1.426 3.799
H -2.163 0.164 4.028
H -2.568 -0.503 2.508
C 0.511 2.156 5.057
C -0.156 2.846 3.936
N -0.694 3.368 3.003
H 1.018 1.240 4.753
H -0.274 1.943 5.783
H 1.214 2.832 5.544
N 3.661 0.646 4.653
C 3.821 1.946 4.261
C 4.239 2.822 5.256
C 4.478 2.023 6.365
C 4.089 0.689 5.973
H 3.585 -0.174 4.069
H 3.542 2.071 3.225
H 4.665 3.808 5.140
H 4.692 2.268 7.395
H 3.978 -0.202 6.574
N 3.240 3.440 -3.678
C 3.276 2.331 -2.989
C 2.177 1.565 -3.314
C 1.478 2.130 -4.336
C 2.134 3.379 -4.501
H 3.791 4.263 -3.479
H 3.970 2.329 -2.162
H 2.002 0.655 -2.759
H 0.564 1.950 -4.883
H 1.967 4.222 -5.156
N -2.456 -5.921 -1.487
C -1.140 -5.520 -1.035
C -0.975 -4.198 -1.174
C -2.206 -3.724 -1.561
C -3.089 -4.802 -1.837
H -2.798 -6.871 -1.491
H -0.439 -6.234 -0.629
H -0.052 -3.685 -0.946
H -2.454 -2.681 -1.694
H -4.131 -4.716 -2.108
```

Here are the Mulliken charges for atoms 1 to 4, given in e: -0.987 0.475 -0.604 -0.864

***

7.
# C16H46N6O8

6 unconnected molecules or ions with the total composition C16H46N6O8 in a non-equilibrium geometry (ωB97M-V/def2-TZVPD, the Open Molecules 2025 dataset).

As for the energy above the lowest of the compared OMol25 structures with the same formula, charge and spin: 274.8 kJ/mol. Its structure (SMILES) is COCCNCCOC.COCCNCCOC.NC(N)=O.NC(N)=O.CO.CO. The calculation puts the total energy at -42653.607 eV. The molar mass is 450.6 g mol⁻¹. The value obtained for the LUMO energy is 0.07 eV. The HOMO energy comes out at -8.87 eV.

```
76
C16H46N6O8 (ωB97M-V/def2-TZVPD)
C -3.520 -0.991 2.317
O -4.703 -0.119 2.330
C -5.716 -0.587 3.265
C -6.895 0.374 3.449
N -7.741 0.388 2.262
C -7.985 1.715 1.726
C -6.837 2.346 1.050
O -6.505 1.596 -0.124
C -5.669 2.298 -1.072
H -2.978 -0.648 1.436
H -3.747 -2.055 2.268
H -2.996 -0.851 3.263
H -5.304 -0.715 4.266
H -6.090 -1.528 2.862
H -6.521 1.348 3.762
H -7.546 -0.049 4.215
H -7.190 0.079 1.473
H -8.440 2.356 2.480
H -8.762 1.509 0.990
H -6.001 2.491 1.735
H -7.196 3.368 0.932
H -5.195 1.613 -1.775
H -4.895 2.931 -0.639
H -6.354 2.865 -1.703
C 2.230 -3.981 1.205
O 2.643 -2.718 1.737
C 4.010 -2.587 2.084
C 4.390 -1.441 2.970
N 4.295 -0.171 2.176
C 4.393 1.043 2.976
C 3.290 1.167 4.017
O 2.096 1.206 3.222
C 0.900 1.610 3.852
H 1.153 -4.053 1.358
H 2.737 -4.817 1.686
H 2.476 -4.004 0.144
H 4.608 -2.408 1.190
H 4.472 -3.489 2.483
H 5.326 -1.556 3.516
H 3.702 -1.543 3.808
H 3.386 -0.132 1.740
H 4.311 1.922 2.337
H 5.342 1.169 3.496
H 3.377 2.087 4.596
H 3.224 0.324 4.704
H 1.094 2.442 4.529
H 0.583 0.715 4.388
H 0.226 1.807 3.019
N -4.455 -2.466 -1.740
C -3.757 -3.076 -2.678
N -3.387 -4.132 -2.195
O -3.621 -2.723 -3.826
H -4.944 -1.611 -1.966
H -4.266 -2.723 -0.782
H -3.542 -4.249 -1.203
H -2.874 -4.754 -2.802
N 8.236 0.684 -2.377
C 8.573 1.877 -2.836
N 9.227 1.848 -3.996
O 8.357 2.884 -2.199
H 8.288 -0.139 -2.960
H 7.748 0.750 -1.495
H 9.612 2.683 -4.413
H 9.290 0.940 -4.434
C 4.194 2.085 -8.037
O 4.877 1.729 -9.216
H 4.466 3.077 -7.677
H 3.122 1.993 -8.215
H 4.405 1.274 -7.341
H 4.710 2.474 -9.798
C 1.302 -0.167 -2.383
O 0.601 0.426 -3.427
H 1.044 0.067 -1.350
H 1.244 -1.227 -2.629
H 2.364 0.050 -2.495
H -0.295 0.096 -3.530
```

Here are the Mulliken charges for atoms 1 to 4, given in e: -0.749 -0.210 -0.675 -0.529

***

Question: Which value of energy above the lowest of the compared OMol25 structures with the same formula, charge and spin does entry 6 give?
Answer: 175.9 kJ/mol

***

Question: Among the records above, which one has the highest energy above the lowest of the compared OMol25 structures with the same formula, charge and spin?
Answer: C5H15NO2